Below is a single C5H8O molecule, with properties calculated with the ωB97M-V functional and the def2-TZVPD basis.

The geometry in XYZ format:
```
14
Properties=species:S:1:pos:R:3:forces:R:3:nbo_charge:R:1
C 3.012233 0.272098 -0.238343 -0.08 -0.28 0.41 -0.2643
C 2.196181 -0.375615 0.368432 0.32 0.36 -0.50 0.0104
C 0.876745 -0.941358 0.657547 0.05 -0.01 -0.03 -0.4962
C -0.048112 -0.020127 -0.145170 0.14 0.10 0.04 -0.0420
O -1.351159 -0.535132 -0.167003 -0.01 -0.15 0.00 -0.5407
C -2.341591 0.460872 -0.206855 -0.26 0.15 -0.01 -0.2450
H 3.719135 0.848908 -0.787584 0.12 -0.10 0.18 0.2373
H 0.598073 -0.953202 1.716604 0.17 0.04 -0.17 0.2324
H 0.817762 -1.967963 0.277507 -0.05 0.17 0.07 0.2389
H -0.026890 0.981042 0.311643 -0.03 -0.15 -0.02 0.1687
H 0.402248 0.080862 -1.147130 -0.48 -0.05 0.07 0.1758
H -2.298741 1.094090 0.694028 -0.03 -0.08 -0.17 0.1642
H -2.249307 1.106485 -1.094240 0.01 -0.13 0.12 0.1658
H -3.306575 -0.050957 -0.239432 0.12 0.13 0.00 0.1947
```
Forces are in eV/Å.

## Properties
SMILES: C#CCCOC
Relative energy (zero: lowest compared OMol25 entry of this formula, charge and spin), kJ/mol: 272.4
Calculated total energy, eV: -7359.43192
LUMO level, eV: 1.04

Below is a single C5H8O molecule, with properties calculated with the ωB97M-V functional and the def2-TZVPD basis.

The geometry in XYZ format:
```
14
Properties=species:S:1:pos:R:3:forces:R:3:nbo_charge:R:1
C -1.794182 0.498985 0.330848 -0.04 -0.01 -0.03 -0.6293
C -0.488447 -0.087939 -0.097224 -0.20 0.08 0.25 0.2187
C 0.606716 -0.751441 0.755940 -0.03 -0.08 0.15 -0.4180
C 1.656445 -0.132364 -0.210576 0.18 -0.03 -0.04 -0.4129
C 0.502451 0.363224 -1.079676 0.17 0.31 -0.10 0.0376
O -0.376802 -0.722524 -1.369537 -0.04 -0.15 -0.11 -0.4934
H -1.634270 1.202573 1.154712 -0.02 -0.10 -0.10 0.2177
H -2.493677 -0.270978 0.673348 0.12 0.04 -0.05 0.2195
H -2.257016 1.037843 -0.501158 0.08 -0.09 0.09 0.2269
H 0.700703 -0.414739 1.791590 -0.09 0.03 -0.17 0.2074
H 0.537221 -1.841782 0.724664 0.00 0.14 0.08 0.2165
H 2.155625 0.720252 0.260443 -0.01 -0.13 -0.08 0.2071
H 2.405391 -0.794275 -0.653101 -0.16 0.07 -0.05 0.2080
H 0.479848 1.193169 -1.780272 0.03 -0.08 0.15 0.1942
```
Forces are in eV/Å.

## Properties
SMILES: C[C@]12CC[C@H]1O2
Relative energy (zero: lowest compared OMol25 entry of this formula, charge and spin), kJ/mol: 191.0
Calculated total energy, eV: -7360.27567
LUMO level, eV: 1.09

Below is a single C5H8O molecule, with properties calculated with the ωB97M-V functional and the def2-TZVPD basis.

The geometry in XYZ format:
```
14
Properties=species:S:1:pos:R:3:forces:R:3:nbo_charge:R:1
C -1.116380 -2.465863 0.966223 0.24 0.38 0.14 -0.2354
C -0.299891 -1.621788 0.700373 -0.32 -0.61 -0.05 -0.0227
C 0.644868 -0.669392 0.126599 0.02 -0.09 -0.10 -0.5119
C 0.191104 0.815110 0.217330 0.31 0.06 -0.16 0.1108
C 0.423821 1.439989 -1.144111 0.01 0.09 -0.07 -0.6170
O -1.181436 0.963796 0.509508 -0.05 -0.13 0.19 -0.7119
H -1.848718 -3.201382 1.209863 0.11 0.08 0.04 0.2377
H 0.709378 -0.944507 -0.936103 0.10 0.07 0.21 0.2363
H 1.647903 -0.799038 0.553533 -0.24 0.05 -0.04 0.2390
H 0.787335 1.337441 0.982665 -0.07 -0.16 -0.10 0.1572
H -0.222327 0.921207 -1.860751 0.08 0.15 0.03 0.2132
H 0.179497 2.503377 -1.154425 0.04 -0.07 0.03 0.2205
H 1.464960 1.300656 -1.455460 -0.13 0.10 0.06 0.2072
H -1.380115 0.420394 1.284756 -0.09 0.08 -0.16 0.4772
```
Forces are in eV/Å.

## Properties
SMILES: C#CC[C@@H](C)O
Relative energy (zero: lowest compared OMol25 entry of this formula, charge and spin), kJ/mol: 208.5
Calculated total energy, eV: -7360.09387
LUMO level, eV: 0.96

Below is a single C5H8O molecule, with properties calculated with the ωB97M-V functional and the def2-TZVPD basis.

The geometry in XYZ format:
```
14
Properties=species:S:1:pos:R:3:forces:R:3:nbo_charge:R:1
C 1.028927 -1.342320 -0.608296 0.10 0.05 -0.04 -0.4099
C -0.420835 -1.612371 -0.331161 -0.17 -0.05 -0.01 -0.4167
C 0.231267 -0.389637 0.251305 -0.06 0.07 0.14 -0.2548
C -0.168708 0.984443 -0.184782 -0.16 -0.23 -0.09 0.0580
C -0.601345 2.003075 0.775632 -0.26 0.01 0.15 -0.1096
O 0.711294 2.019355 0.234864 0.17 0.11 -0.05 -0.4878
H 1.320171 -1.053744 -1.614181 -0.13 0.07 0.15 0.2161
H 1.762363 -1.964405 -0.100099 -0.14 0.19 -0.08 0.2174
H -0.689495 -2.421302 0.340513 0.05 0.10 -0.11 0.2176
H -1.114489 -1.462015 -1.154054 0.07 0.00 0.14 0.2124
H 0.483337 -0.426418 1.308904 -0.10 -0.02 -0.11 0.2190
H -0.604416 1.103084 -1.178470 0.42 -0.17 -0.10 0.1803
H -1.217764 2.836743 0.437880 -0.04 -0.23 0.08 0.1809
H -0.720307 1.725510 1.821945 0.25 0.11 -0.05 0.1772
```
Forces are in eV/Å.

## Properties
SMILES: C1CC1[C@H]1CO1
Relative energy (zero: lowest compared OMol25 entry of this formula, charge and spin), kJ/mol: 215.0
Calculated total energy, eV: -7360.02671
LUMO level, eV: 1.21

Below is a single C5H8O molecule at a distorted geometry, with properties calculated with the ωB97M-V functional and the def2-TZVPD basis.

The geometry in XYZ format:
```
14
Properties=species:S:1:pos:R:3:forces:R:3:nbo_charge:R:1
C -2.573088 0.069591 -0.064434 -0.69 -1.88 -0.07 -0.3746
C -1.360121 -0.456763 0.009121 -0.70 0.84 0.39 -0.1845
C -0.140605 0.398293 0.172054 0.62 0.55 -1.11 -0.4491
C 1.127467 -0.398567 -0.041595 0.63 -0.67 1.46 -0.5138
C 2.451661 0.327026 -0.073584 2.00 -0.20 0.12 0.4390
O 3.526998 -0.259759 0.051975 -1.97 1.10 -0.13 -0.5249
H -3.417067 -0.634691 -0.104482 0.25 0.51 -0.03 0.1950
H -2.818921 1.097095 -0.054372 0.04 1.02 -0.08 0.1912
H -1.334624 -1.539000 0.068395 0.57 -0.01 -0.11 0.2049
H -0.168523 1.288947 -0.514424 -0.10 -0.88 0.35 0.2140
H -0.100442 0.844970 1.149884 -0.13 0.05 0.67 0.2184
H 1.177929 -1.266552 0.681689 0.18 1.07 -0.41 0.2332
H 1.149366 -0.920490 -0.964471 -0.37 -0.41 -1.35 0.2384
H 2.479973 1.449896 -0.315762 -0.32 -1.09 0.31 0.1128
```
Forces are in eV/Å.

## Properties
SMILES: C=CCCC=O
Relative energy (zero: lowest compared OMol25 entry of this formula, charge and spin), kJ/mol: 146.0
Calculated total energy, eV: -7360.74218
LUMO level, eV: 0.97

Below is 2 unconnected molecules or ions with the total composition C5H8O at a distorted geometry, with properties calculated with the ωB97M-V functional and the def2-TZVPD basis.

The geometry in XYZ format:
```
14
Properties=species:S:1:pos:R:3:forces:R:3:nbo_charge:R:1
C 1.814491 -0.570979 -0.017283 -0.27 0.69 0.14 -0.6114
C 0.618715 0.196069 -0.659115 -0.08 0.17 0.74 -0.4492
C -0.792633 -0.271293 -0.328183 0.36 -0.30 -1.66 -0.1752
C -1.901016 0.440914 -0.526452 0.28 -0.02 0.39 -0.3989
C -0.730662 0.909504 2.117152 -0.49 -0.88 1.38 0.5039
O -1.187611 0.109035 2.787644 0.61 1.07 -0.85 -0.5161
H 2.273292 -0.002399 0.811056 -0.27 -0.33 -0.27 0.2110
H 1.506259 -1.554761 0.362160 0.12 0.23 -0.16 0.2072
H 2.583002 -0.698546 -0.791844 -0.12 -0.12 0.37 0.2108
H 0.690962 1.292276 -0.563968 0.12 -0.38 0.18 0.2130
H 0.704794 0.001195 -1.712695 -0.09 -0.02 -0.68 0.2160
H -0.846649 -1.358665 -0.313157 -0.28 -0.01 0.40 0.1917
H -1.846885 1.526137 -0.607696 -0.07 -0.17 -0.14 0.1931
H -2.886054 -0.018492 -0.557617 0.18 0.08 0.16 0.2040
```
Forces are in eV/Å.

## Properties
Relative energy (zero: lowest compared OMol25 entry of this formula, charge and spin), kJ/mol: 148.5
Calculated total energy, eV: -7360.71571
LUMO level, eV: 1.11

Below is a single C5H8O molecule at a distorted geometry, with properties calculated with the ωB97M-V functional and the def2-TZVPD basis.

The geometry in XYZ format:
```
14
Properties=species:S:1:pos:R:3:forces:R:3:nbo_charge:R:1
C -2.085040 -0.169531 0.710694 -0.12 -0.03 -0.01 -0.6430
C -0.653029 -0.007682 0.327113 0.21 0.01 0.13 0.1613
C -0.074850 -0.537410 -0.714860 0.42 0.49 0.65 -0.0683
C 1.288158 -0.554573 -1.342503 0.46 -0.31 -0.66 -0.5129
C 1.835861 0.256792 -0.313758 0.64 -0.11 -0.40 -0.1982
O 0.100136 0.726672 1.250310 -0.54 0.41 0.85 -0.7178
H -2.581550 0.807706 0.721730 -0.05 -0.12 0.11 0.2040
H -2.602646 -0.812533 0.003043 -0.02 0.03 0.03 0.2302
H -2.135805 -0.611518 1.710240 -0.14 0.11 -0.08 0.2200
H 1.638508 -1.574540 -1.351723 0.22 -0.23 -0.46 0.2288
H 1.198424 -0.082228 -2.308168 0.30 -0.21 -0.44 0.2297
H 2.371710 -0.176745 0.530766 -0.60 -0.01 -0.15 0.2034
H 1.991534 1.329479 -0.442800 -0.57 -0.36 0.06 0.1967
H -0.321826 1.582996 1.345434 -0.21 0.33 0.36 0.4661
```
Forces are in eV/Å.

## Properties
Relative energy (zero: lowest compared OMol25 entry of this formula, charge and spin), kJ/mol: 463.9
Calculated total energy, eV: -7357.44772
LUMO level (alpha / beta), eV: 0.48 / 0.65

Below is a molecular structure, C5H8O at a distorted geometry, with properties calculated with the ωB97M-V functional and the def2-TZVPD basis.

The geometry in XYZ format:
```
14
Properties=species:S:1:pos:R:3:forces:R:3:nbo_charge:R:1
C 0.957388 -0.516301 1.514371 0.00 -0.02 0.01 -0.6415
C 0.898103 -0.186223 0.049716 0.23 0.04 0.30 0.1133
O 0.184927 -1.203308 -0.739825 -0.20 -0.04 -0.14 -0.5044
C -0.604343 -0.199694 -1.311887 0.70 0.46 -0.73 0.1009
C -1.518541 0.572020 -0.024988 -0.28 -0.51 -0.83 -0.5496
C -0.093495 0.854220 -0.454520 0.31 0.09 -0.24 -0.3057
H 1.484037 -1.463650 1.662966 -0.06 0.11 0.03 0.2192
H -0.058155 -0.595383 1.910499 0.16 0.01 -0.02 0.2383
H 1.496107 0.272478 2.051542 -0.06 -0.11 -0.07 0.2153
H 1.891506 -0.036907 -0.391039 -0.12 -0.12 0.05 0.1814
H -0.854856 -0.204633 -2.360539 -0.12 -0.07 -0.01 0.2199
H -2.146706 1.337400 -0.498423 -0.03 -0.26 -0.15 0.1910
H -1.813567 -0.450603 -0.544083 -0.43 0.41 1.40 0.2871
H 0.177595 1.820584 -0.863789 -0.10 0.02 0.40 0.2348
```
Forces are in eV/Å.

## Properties
Relative energy (zero: lowest compared OMol25 entry of this formula, charge and spin), kJ/mol: 460.3
Calculated total energy, eV: -7357.48477
LUMO level, eV: 1.07

Below is a single C5H8O molecule, with properties calculated with the ωB97M-V functional and the def2-TZVPD basis.

The geometry in XYZ format:
```
14
Properties=species:S:1:pos:R:3:forces:R:3:nbo_charge:R:1
C 0.594007 -0.417533 -1.415323 -0.05 -0.05 0.05 -0.6232
C -0.642205 -0.059401 -0.605316 0.00 -0.14 -0.15 -0.1920
C -1.009273 -0.761342 0.668221 -0.08 -0.07 0.08 -0.4092
C -0.487259 0.651056 0.726881 0.14 0.12 0.14 -0.3529
C 0.923549 0.878697 1.171166 -0.05 0.20 -0.02 0.4414
O 1.489051 1.942302 1.083345 -0.22 -0.40 0.15 -0.5181
H 1.218249 -1.164513 -0.911852 -0.12 0.11 -0.02 0.2093
H 0.319639 -0.817606 -2.395809 0.00 -0.01 0.18 0.2212
H 1.212841 0.467738 -1.578783 -0.03 -0.03 -0.06 0.2210
H -1.484414 0.288377 -1.200909 0.17 -0.01 0.13 0.2208
H -0.352871 -1.553729 1.037548 -0.11 0.25 -0.17 0.2133
H -2.061856 -0.912980 0.892038 0.20 0.01 -0.05 0.2244
H -1.167854 1.474335 0.941182 0.19 -0.18 -0.08 0.2404
H 1.448395 -0.015403 1.587610 -0.03 0.19 -0.16 0.1035
```
Forces are in eV/Å.

## Properties
SMILES: C[C@H]1C[C@H]1C=O
Relative energy (zero: lowest compared OMol25 entry of this formula, charge and spin), kJ/mol: 120.9
Calculated total energy, eV: -7361.00206
LUMO level, eV: 1.07

Below is 2 unconnected molecules or ions with the total composition C5H8O, with properties calculated with the ωB97M-V functional and the def2-TZVPD basis.

The geometry in XYZ format:
```
14
Properties=species:S:1:pos:R:3:forces:R:3:nbo_charge:R:1
C -0.086050 -1.013971 1.597573 -0.06 0.13 -0.03 -0.5237
C -0.753719 0.107919 1.511415 0.01 -0.02 -0.02 0.1051
C -1.407046 1.231791 1.406452 0.03 -0.11 -0.03 -0.4957
H -0.441256 -1.925475 1.121783 -0.02 0.17 0.07 0.2225
H 0.851916 -1.074357 2.144310 -0.15 0.06 -0.02 0.2243
H -1.209495 1.925386 0.589346 0.04 -0.20 0.13 0.2486
H -2.172904 1.502173 2.127399 0.10 -0.07 -0.03 0.2265
C 0.536821 -0.622332 -1.844713 -0.07 -0.06 -0.03 -0.7281
C 1.004276 0.547734 -1.019591 -0.08 0.30 -0.15 0.4511
O 0.550490 1.663307 -1.131128 0.17 -0.45 0.09 -0.5422
H -0.536283 -0.546215 -2.035584 0.13 0.02 0.03 0.2389
H 1.053460 -0.588480 -2.811131 -0.02 0.01 0.11 0.2418
H 0.771175 -1.577644 -1.368724 -0.02 0.15 -0.02 0.2203
H 1.835137 0.347917 -0.312702 -0.06 0.07 -0.09 0.1106
```
Forces are in eV/Å.

## Properties
SMILES: C=C=C.CC=O
Relative energy (zero: lowest compared OMol25 entry of this formula, charge and spin), kJ/mol: 232.3
Calculated total energy, eV: -7359.84759
LUMO level, eV: 1.02

Below is a single C5H8O molecule, with properties calculated with the ωB97M-V functional and the def2-TZVPD basis.

The geometry in XYZ format:
```
14
Properties=species:S:1:pos:R:3:forces:R:3:nbo_charge:R:1
C -0.835865 0.208232 -2.686388 -0.06 -0.01 -0.05 -0.6849
C 0.004475 0.273700 -1.490456 0.34 0.03 0.42 0.0228
C 0.705058 0.338888 -0.511138 -0.32 -0.03 -0.39 -0.0765
C 1.554268 0.420751 0.691946 0.19 0.07 -0.19 -0.1273
O 0.843664 0.299419 1.900556 0.01 0.05 0.02 -0.5192
C 0.279916 -0.978758 2.073275 -0.14 -0.26 0.08 -0.2565
H -1.773531 0.751182 -2.532671 0.13 -0.08 0.00 0.2364
H -0.324367 0.661042 -3.541585 -0.05 -0.08 0.12 0.2371
H -1.079554 -0.828133 -2.942177 0.05 0.16 0.04 0.2337
H 2.047099 1.397287 0.727201 -0.07 -0.14 -0.03 0.2153
H 2.342236 -0.349370 0.630771 -0.14 0.11 0.01 0.1852
H 1.053286 -1.763733 2.050209 -0.10 0.14 0.01 0.1617
H -0.203162 -0.983343 3.053068 0.06 -0.02 -0.16 0.1948
H -0.466049 -1.202135 1.297209 0.11 0.05 0.12 0.1773
```
Forces are in eV/Å.

## Properties
SMILES: CC#CCOC
Relative energy (zero: lowest compared OMol25 entry of this formula, charge and spin), kJ/mol: 232.1
Calculated total energy, eV: -7359.85008
LUMO level, eV: 0.98

Below is a single C5H8O molecule, with properties calculated with the ωB97M-V functional and the def2-TZVPD basis.

The geometry in XYZ format:
```
14
Properties=species:S:1:pos:R:3:forces:R:3:nbo_charge:R:1
O 1.464935 -0.711384 -1.975122 -0.29 0.10 0.37 -0.5327
C 0.806722 -0.395145 -1.013230 0.17 -0.13 -0.15 0.6105
C 0.994113 0.841844 -0.152561 0.05 0.05 -0.04 -0.5216
C -0.389144 1.052858 0.469008 -0.02 0.04 0.02 -0.3959
C -0.805108 -0.385736 0.812889 -0.03 -0.04 0.04 -0.3999
C -0.370241 -1.180231 -0.427952 -0.04 -0.06 -0.07 -0.5304
H 1.700843 0.508759 0.621516 -0.03 0.22 0.03 0.2270
H 1.436376 1.685796 -0.684958 -0.09 -0.15 -0.01 0.2369
H -0.397662 1.732608 1.325648 0.06 -0.15 -0.09 0.2165
H -1.077031 1.462300 -0.284052 0.14 -0.02 0.11 0.1999
H -1.869037 -0.492913 1.041686 0.14 0.04 -0.07 0.2157
H -0.244608 -0.714774 1.697906 -0.09 0.00 -0.15 0.1996
H -0.092268 -2.221310 -0.240076 -0.02 0.15 -0.06 0.2395
H -1.157890 -1.182671 -1.190702 0.05 -0.04 0.08 0.2349
```
Forces are in eV/Å.

## Properties
SMILES: O=C1CCCC1
Relative energy (zero: lowest compared OMol25 entry of this formula, charge and spin), kJ/mol: 2.4
Calculated total energy, eV: -7362.23028
LUMO level, eV: 1.01